# 1
Here is a 3-piece molecular cluster, C15H34O10P2 overall in a non-equilibrium geometry from the OMol25 dataset. Energies are from ωB97M-V with the def2-TZVPD basis set.

Atoms and positions in Å:
C: 0.731 0.825 0.636
C: 0.738 -0.130 -0.725
C: 2.247 -0.115 -1.446
C: 0.251 -1.636 -0.298
C: -1.295 -1.744 0.236
C: -2.438 -1.323 -0.870
C: -2.676 0.333 -0.835
C: -4.311 0.514 -0.725
C: -4.725 -0.910 -1.426
O: -5.580 -1.198 -2.428
O: -3.829 -1.853 -0.677
H: -0.030 1.726 0.462
H: 1.795 1.271 0.863
H: 0.314 0.245 1.590
H: 0.030 0.410 -1.508
H: 2.159 0.134 -2.611
H: 2.823 -1.128 -1.280
H: 2.850 0.790 -0.984
H: 0.448 -2.428 -1.159
H: 0.945 -1.981 0.609
H: -1.405 -1.152 1.266
H: -1.500 -2.891 0.495
H: -2.096 -1.765 -1.922
H: -1.996 0.745 0.046
H: -2.313 0.611 -1.937
H: -4.554 1.529 -1.254
H: -4.481 0.465 0.453
C: 4.739 4.249 -2.469
O: 4.940 2.887 -2.786
P: 4.937 2.533 -4.479
O: 4.111 1.277 -4.183
O: 6.540 2.166 -4.393
C: 7.442 3.240 -4.228
O: 4.934 2.180 -6.173
C: 5.154 0.839 -6.584
H: 4.046 4.316 -1.627
H: 5.693 4.697 -2.179
H: 4.321 4.798 -3.318
H: 7.724 3.313 -3.175
H: 7.000 4.185 -4.554
H: 8.340 3.045 -4.820
H: 4.233 0.260 -6.484
H: 5.959 0.370 -6.012
H: 5.437 0.847 -7.640
C: -4.861 -0.850 3.105
O: -3.670 -1.179 3.791
P: -3.852 -1.369 5.500
O: -2.534 -0.611 5.692
O: -3.539 -2.978 5.343
C: -4.546 -3.779 4.760
O: -4.034 -1.558 7.210
C: -2.893 -1.915 7.976
H: -4.640 -0.074 2.368
H: -5.236 -1.736 2.586
H: -5.627 -0.479 3.793
H: -4.303 -3.950 3.709
H: -5.527 -3.303 4.836
H: -4.576 -4.742 5.275
H: -2.276 -1.032 8.162
H: -2.303 -2.690 7.482
H: -3.236 -2.298 8.941

The calculation puts the molar mass at 436.4 u. The calculation puts the HOMO-LUMO gap at 0.2358 Eh. Its LUMO energy is -3.272 eV. As for the SMILES: CC(C)CC[C@@H]1CCC(=O)O1.COP(=O)(OC)OC.COP(=O)(OC)OC. Its HOMO energy is -9.688 eV.

***

# 2
Here is an isolated molecule of CH3BrO2S in a non-equilibrium geometry from the OMol25 dataset. Energies are from ωB97M-V with the def2-TZVPD basis set.

Atoms and positions in Å:
C: -0.779 0.457 0.069
O: 0.573 -1.403 1.224
O: 0.204 -1.752 -1.154
S: 0.557 -0.788 -0.077
Br: 2.393 1.136 0.119
H: -0.985 0.639 -1.063
H: -0.229 1.396 0.325
H: -1.735 0.317 0.557

The calculation puts the molar mass at 159.0 u. The calculation puts the HOMO-LUMO gap at 0.2834 Eh. Its LUMO energy is -3.216 eV. As for the SMILES: CS(=O)(=O)Br. Its HOMO energy is -10.927 eV.

***

# 3
Here is C27H32Cl2I2NO2RuSb2 as an isolated structure from the OMol25 dataset. Energies are from ωB97M-V with the def2-TZVPD basis set.

Atoms and positions in Å:
Ru: -0.194 0.613 0.538
C: -2.472 0.095 3.363
Sb: -0.364 0.307 3.107
C: 0.030 1.644 4.704
C: 0.397 -1.615 3.700
C: -0.774 -2.487 4.017
C: -1.281 -2.516 5.312
C: -2.432 -3.226 5.615
C: -3.095 -3.920 4.612
C: -2.581 -3.917 3.323
C: -1.423 -3.211 3.010
C: -0.850 -3.328 1.618
Sb: -1.161 -1.788 0.167
C: -0.151 -2.696 -1.450
C: -3.220 -1.888 -0.309
H: -2.702 -0.212 4.382
H: -2.889 -0.643 2.680
H: -2.935 1.066 3.175
H: -0.541 1.226 5.532
H: -0.347 2.634 4.462
H: 1.088 1.679 4.944
H: 1.030 -1.438 4.570
H: 1.033 -1.980 2.896
H: -0.760 -1.980 6.097
H: -2.805 -3.244 6.630
H: -3.991 -4.482 4.835
H: -3.075 -4.500 2.554
H: -1.303 -4.186 1.115
H: 0.226 -3.507 1.626
H: -0.558 -3.701 -1.553
H: 0.914 -2.753 -1.235
H: -0.322 -2.151 -2.375
H: -3.456 -2.891 -0.662
H: -3.449 -1.166 -1.090
H: -3.810 -1.668 0.578
I: -0.378 0.983 -2.326
C: -1.693 2.591 -1.886
I: -2.101 2.505 0.196
H: -2.619 2.458 -2.433
H: -1.207 3.532 -2.117
Cl: 6.796 3.808 0.817
C: 5.297 3.612 1.663
C: 4.524 4.727 1.913
C: 3.313 4.593 2.578
C: 2.911 3.342 3.001
C: 3.712 2.235 2.765
Cl: 3.187 0.694 3.415
C: 4.921 2.317 2.076
N: 5.758 1.251 1.822
C: 5.426 -0.102 1.593
C: 6.165 -1.079 2.254
C: 5.945 -2.422 2.009
C: 4.971 -2.810 1.100
C: 4.241 -1.841 0.435
C: 4.457 -0.485 0.662
C: 3.671 0.538 -0.130
C: 2.240 0.644 0.272
O: 1.581 1.727 0.323
O: 1.538 -0.419 0.498
H: 4.876 5.693 1.581
H: 2.703 5.462 2.780
H: 1.987 3.218 3.550
H: 6.735 1.485 1.733
H: 6.914 -0.767 2.970
H: 6.536 -3.165 2.527
H: 4.803 -3.858 0.892
H: 3.509 -2.139 -0.307
H: 3.643 0.225 -1.182
H: 4.115 1.529 -0.111

The calculation puts the molar mass at 1071.9 u. The calculation puts the HOMO-LUMO gap (spin up / spin down) at 0.1973 / 0.1644 Eh. Its LUMO energy (spin up / spin down) is -7.001 / -7.896 eV. Its HOMO energy (spin up / spin down) is -12.371 / -12.371 eV. As for the net charge: +2. Its spin multiplicity is 2. Its expectation value of S² is 0.7590.